This record from the OMol25 dataset describes a 5-piece molecular cluster, C30H69BN5 overall at a distorted geometry. The level of theory is ωB97M-V/def2-TZVPD.

Geometry as XYZ:
```
105
C30H69BN5, DFT ωB97M-V/def2-TZVPD
B 0.103 -21.073 4.015
H -0.018 -21.256 5.208
H 1.297 -21.199 3.788
H -0.509 -21.869 3.353
H -0.235 -19.961 3.667
C 3.384 -23.185 0.817
C 2.388 -22.176 0.275
N 2.703 -20.819 0.707
C 3.904 -20.150 0.576
C 3.776 -18.935 1.130
N 2.484 -18.877 1.647
C 1.886 -20.025 1.387
C 1.833 -17.756 2.311
H 3.468 -23.167 1.905
H 4.402 -22.922 0.499
H 3.245 -24.175 0.391
H 1.396 -22.437 0.645
H 2.322 -22.219 -0.811
H 4.763 -20.640 0.153
H 4.429 -18.083 1.200
H 0.890 -20.265 1.725
H 2.289 -16.834 1.960
H 2.012 -17.814 3.386
H 0.764 -17.780 2.143
C -7.364 -21.323 5.700
C -5.886 -21.272 5.285
C -5.680 -20.340 4.137
N -4.225 -20.075 3.774
C -3.546 -21.386 3.482
C -4.236 -19.251 2.489
C -2.938 -18.491 2.550
C -2.745 -18.158 4.020
C -3.486 -19.267 4.799
H -7.677 -20.398 6.190
H -7.554 -22.101 6.437
H -8.009 -21.479 4.837
H -5.631 -22.315 5.067
H -5.265 -21.059 6.160
H -6.098 -19.351 4.349
H -6.175 -20.607 3.202
H -4.146 -21.988 2.809
H -3.444 -21.840 4.464
H -2.565 -21.135 3.087
H -4.312 -19.974 1.680
H -5.124 -18.622 2.480
H -2.113 -19.087 2.151
H -2.930 -17.597 1.926
H -1.705 -18.161 4.338
H -3.200 -17.208 4.293
H -2.793 -19.941 5.300
H -4.208 -18.877 5.510
C 6.114 -20.629 3.271
C 5.580 -19.850 4.481
C 4.888 -20.743 5.482
N 4.167 -20.027 6.597
C 5.158 -19.194 7.361
C 3.525 -21.005 7.562
C 2.318 -20.248 8.144
C 2.058 -19.044 7.221
C 3.043 -19.202 6.072
H 6.446 -19.940 2.504
H 5.277 -21.225 2.893
H 6.865 -21.336 3.618
H 4.904 -19.055 4.143
H 6.383 -19.278 4.953
H 5.607 -21.410 5.963
H 4.131 -21.376 5.010
H 5.352 -18.291 6.793
H 6.055 -19.770 7.566
H 4.722 -18.943 8.327
H 4.299 -21.240 8.287
H 3.258 -21.895 6.995
H 2.633 -19.915 9.133
H 1.464 -20.907 8.268
H 2.162 -18.109 7.768
H 1.037 -19.059 6.843
H 3.381 -18.233 5.714
H 2.590 -19.773 5.259
C -3.420 -24.200 6.248
C -2.016 -24.829 6.080
C -1.382 -24.270 4.833
N 0.052 -24.779 4.643
C 0.925 -24.156 5.668
C 0.574 -24.432 3.239
C 0.681 -25.741 2.488
C 1.078 -26.707 3.588
C 0.128 -26.304 4.698
H -3.941 -24.230 5.286
H -3.295 -23.153 6.534
H -4.052 -24.725 6.957
H -2.211 -25.900 6.063
H -1.439 -24.572 6.965
H -1.301 -23.180 4.798
H -1.899 -24.583 3.922
H 1.877 -24.692 5.688
H 0.523 -24.333 6.662
H 1.061 -23.101 5.452
H 1.534 -23.945 3.413
H -0.053 -23.662 2.808
H 1.405 -25.663 1.676
H -0.252 -26.037 2.005
H 2.110 -26.572 3.914
H 0.924 -27.762 3.365
H 0.429 -26.636 5.691
H -0.896 -26.651 4.574
```

Computed properties:
Total energy in eV: -40332.0683
Relative energy (zero: lowest compared OMol25 entry of this formula, charge and spin) in kJ/mol: 3.0
Charge: +3
E_LUMO in eV: -6.1

Mulliken atomic charge list, values in e, 99 entries: number 1, B, carries 0.15; number 2, H, carries -0.15; number 3, H, carries -0.18; number 4, H, carries -0.37; number 5, H, carries -0.46; number 6, C, carries -1.12; number 7, C, carries -0.32; number 8, N, carries 0.28; number 9, C, carries -0.61; number 10, C, carries -0.52; number 11, N, carries 0.26; number 12, C, carries -0.56; number 13, C, carries -0.56; number 14, H, carries 0.15; number 15, H, carries 0.44; number 16, H, carries 0.38; number 17, H, carries 0.24; number 18, H, carries 0.36; number 19, H, carries 0.52; number 20, H, carries 0.55; number 21, H, carries 0.61; number 22, H, carries 0.38; number 23, H, carries 0.11; number 24, H, carries 0.29; number 25, C, carries -1.58; number 26, C, carries 0.03; number 27, C, carries -0.98; number 28, N, carries 0.45; number 29, C, carries -0.85; number 30, C, carries -0.81; number 31, C, carries -0.22; number 32, C, carries -0.50; number 33, C, carries -0.42; number 34, H, carries 0.38; number 35, H, carries 0.42; number 36, H, carries 0.36; number 37, H, carries 0.09; number 38, H, carries 0.33; number 39, H, carries 0.48; number 40, H, carries 0.60; number 41, H, carries 0.35; number 42, H, carries 0.05; number 43, H, carries 0.22; number 44, H, carries 0.38; number 45, H, carries 0.47; number 46, H, carries -0.07; number 47, H, carries 0.54; number 48, H, carries 0.09; number 49, H, carries 0.42; number 50, H, carries 0.17; number 51, H, carries 0.46; number 52, C, carries -1.17; number 53, C, carries -0.10; number 54, C, carries -0.86; number 55, N, carries 0.25; number 56, C, carries -0.96; number 57, C, carries -0.49; number 58, C, carries -0.71; number 59, C, carries -0.67; number 60, C, carries -0.06; number 61, H, carries 0.38; number 62, H, carries 0.05; number 63, H, carries 0.47; number 64, H, carries 0.26; number 65, H, carries 0.38; number 66, H, carries 0.56; number 67, H, carries 0.20; number 68, H, carries 0.35; number 69, H, carries 0.33; number 70, H, carries 0.44; number 71, H, carries 0.48; number 72, H, carries 0.21; number 73, H, carries 0.33; number 74, H, carries 0.40; number 75, H, carries 0.45; number 76, H, carries 0.18; number 77, H, carries 0.39; number 78, H, carries -0.06; number 79, C, carries -1.38; number 80, C, carries -0.18; number 81, C, carries -0.17; number 82, N, carries 1.21; number 83, C, carries -1.00; number 84, C, carries 0.04; number 85, C, carries -0.76; number 86, C, carries -0.78; number 87, C, carries -0.67; number 88, H, carries 0.33; number 89, H, carries 0.25; number 90, H, carries 0.48; number 91, H, carries 0.45; number 92, H, carries 0.26; number 93, H, carries -0.40; number 94, H, carries 0.42; number 95, H, carries 0.40; number 96, H, carries 0.58; number 97, H, carries -0.05; number 98, H, carries 0.06; number 99, H, carries -0.15